1.
11
Properties=species:S:1:pos:R:3:lowdin_charge:R:1 method="wB97M-V/def2-TZVPD" gap_ev=9.382 total_charge=0 relative_energy_kcal_mol=12.62 lumo_energy_ev=0.493 homo_energy_ev=-8.89
N -2.530 -0.927 -0.028 0.08
C -1.551 0.026 -0.203 -0.82
O -1.802 1.212 -0.279 0.01
S 0.068 -0.727 -0.118 0.97
C 1.072 0.688 0.043 -0.63
N 2.337 0.859 0.039 -0.42
S 3.327 -0.527 -0.208 0.66
H -3.496 -0.569 0.064 0.13
H -2.301 -1.857 0.287 0.08
H 0.490 1.575 0.199 0.07
H 4.387 0.247 0.204 -0.12

2.
37
Properties=species:S:1:pos:R:3:lowdin_charge:R:1 method="wB97M-V/def2-TZVPD" gap_ev=10.267 total_charge=0 relative_energy_kcal_mol=2.30 lumo_energy_ev=0.568 homo_energy_ev=-9.70 smiles=c1ccncc1.c1ccncc1.ClCCl.ClCCl.ClCCl
C 27.483 -4.471 19.118 -0.07
C 28.098 -3.250 19.329 -0.10
C 28.085 -2.276 18.343 -0.19
N 27.461 -2.425 17.169 0.07
C 26.903 -3.613 16.956 -0.18
C 26.914 -4.677 17.856 -0.08
H 27.573 -5.342 19.753 0.11
H 28.575 -3.005 20.270 0.09
H 28.521 -1.298 18.500 0.08
H 26.392 -3.762 16.010 0.09
H 26.408 -5.595 17.594 0.10
C 30.487 -5.020 16.661 -0.06
C 29.746 -5.315 15.529 -0.06
C 30.433 -5.913 14.475 -0.17
N 31.717 -6.257 14.494 0.06
C 32.380 -6.072 15.643 -0.14
C 31.806 -5.431 16.729 -0.09
H 30.049 -4.466 17.485 0.09
H 28.687 -5.105 15.527 0.08
H 29.901 -6.154 13.562 0.06
H 33.415 -6.378 15.740 0.10
H 32.398 -5.230 17.612 0.06
Cl 27.506 -3.487 12.834 0.51
C 29.136 -3.510 12.146 -0.99
Cl 29.503 -5.002 11.235 0.50
H 29.154 -2.692 11.438 0.02
H 29.860 -3.423 12.946 0.02
Cl 33.636 -2.960 18.695 0.55
C 32.939 -1.746 19.735 -1.03
Cl 31.227 -1.457 19.366 0.54
H 33.004 -2.124 20.751 0.02
H 33.476 -0.804 19.712 0.03
Cl 33.634 -6.799 10.265 0.51
C 33.654 -5.367 11.285 -1.02
Cl 32.687 -4.022 10.629 0.47
H 33.292 -5.558 12.290 0.00
H 34.679 -5.014 11.320 0.02

3.
14
Properties=species:S:1:pos:R:3:lowdin_charge:R:1 method="wB97M-V/def2-TZVPD" gap_ev=8.926 total_charge=0 relative_energy_kcal_mol=82.55 lumo_energy_ev=-0.692 homo_energy_ev=-9.62
H 0.660 -1.639 -0.339 0.03
N 1.707 -1.597 -0.310 0.09
C 2.281 -0.521 0.031 -0.30
N 1.707 0.757 0.383 0.00
C 0.483 1.346 -0.301 -0.14
N -0.804 1.038 -0.333 0.05
N -0.767 -0.361 0.027 -0.01
C -1.929 -0.825 0.038 -0.18
C -3.297 -0.343 0.037 -0.16
N -4.353 0.178 0.048 0.16
H 3.258 -0.301 0.336 0.08
H 2.289 1.659 0.550 0.14
H 0.650 2.506 -0.432 0.13
H -1.887 -1.897 0.264 0.11

4.
176
Properties=species:S:1:pos:R:3:lowdin_charge:R:1 method="wB97M-V/def2-TZVPD" gap_ev=7.693 total_charge=+1 relative_energy_kcal_mol=0.00 lumo_energy_ev=-2.436 homo_energy_ev=-10.13
C 5.703 1.923 -2.121 -0.06
C 4.640 1.088 -1.395 -0.11
C 3.235 1.117 -1.949 -0.16
N 2.840 1.222 -3.209 0.09
C 3.663 1.315 -4.419 -0.05
C 3.592 2.634 -5.153 -0.24
C 3.807 3.873 -4.565 -0.07
C 3.754 5.020 -5.328 -0.07
C 3.474 4.982 -6.689 -0.03
C 3.249 3.753 -7.287 -0.27
C 2.929 3.608 -8.753 -0.03
C 3.304 2.602 -6.511 -0.04
C 1.420 1.174 -3.248 -0.20
C 0.622 1.238 -4.495 -0.61
I 0.121 3.331 -4.810 0.90
C -0.657 0.325 -4.461 -0.70
C -0.739 -0.507 -5.764 -0.15
I -2.463 1.540 -4.391 1.08
C 1.035 1.040 -1.963 -0.11
C -0.354 0.908 -1.417 -0.07
C -0.623 -0.376 -0.616 -0.14
N 0.144 -1.553 -1.098 -0.07
C -0.712 -2.405 -1.960 -0.21
C 0.101 -3.478 -2.683 -0.05
C 0.500 -2.395 0.021 -0.48
C 1.926 -2.835 0.128 0.02
O -0.302 -2.712 0.859 0.10
N 2.164 1.010 -1.151 0.09
C 2.190 0.840 0.296 -0.09
C 1.327 1.834 1.077 -0.11
C 1.351 3.269 0.617 -0.21
C 0.159 3.982 0.696 -0.05
C 0.072 5.323 0.359 -0.06
C 1.214 5.972 -0.088 -0.08
C 2.400 5.266 -0.176 -0.08
C 2.489 3.928 0.167 -0.03
H 5.326 2.854 -2.519 0.06
H 6.469 2.167 -1.390 0.09
H 6.189 1.318 -2.878 0.08
H 4.926 0.043 -1.284 0.14
H 4.559 1.493 -0.393 0.09
H 3.294 0.557 -5.104 0.13
H 4.693 1.050 -4.222 0.12
H 4.009 3.964 -3.507 0.09
H 3.941 5.987 -4.881 0.11
H 3.453 5.899 -7.259 0.12
H 3.602 2.850 -9.154 0.08
H 1.912 3.257 -8.900 0.08
H 3.133 4.522 -9.300 0.08
H 3.116 1.636 -6.967 0.12
H 1.224 0.995 -5.358 0.05
H -0.657 -0.294 -3.582 0.02
H -0.801 -1.572 -5.553 0.07
H -1.630 -0.266 -6.329 0.03
H 0.094 -0.293 -6.428 0.07
H -1.102 1.047 -2.184 0.03
H -0.507 1.745 -0.738 0.11
H -0.395 -0.246 0.436 0.10
H -1.685 -0.629 -0.645 0.12
H -1.462 -2.925 -1.355 0.11
H -1.248 -1.774 -2.663 0.10
H 0.247 -4.352 -2.049 0.07
H 1.082 -3.112 -2.971 0.08
H -0.485 -3.814 -3.536 0.08
H 2.513 -2.559 -0.741 0.08
H 2.378 -2.319 0.979 0.09
H 1.997 -3.892 0.357 0.09
H 1.794 -0.150 0.497 0.10
H 3.187 0.843 0.706 0.09
H 0.292 1.520 1.150 0.09
H 1.710 1.835 2.093 0.11
H -0.726 3.479 1.066 0.10
H -0.877 5.823 0.471 0.11
H 1.163 7.020 -0.338 0.11
H 3.289 5.789 -0.501 0.11
H 3.425 3.391 0.116 0.11
C 2.475 -1.453 5.110 -0.02
C 1.320 -0.572 4.718 -0.30
O 1.973 0.512 4.084 0.12
C 3.132 0.029 3.557 -0.54
O 3.786 0.628 2.761 0.15
O 3.426 -1.182 4.059 0.10
F 0.642 -0.104 5.795 0.08
H 2.911 -1.169 6.064 0.12
H 2.207 -2.505 5.142 0.15
H 0.611 -1.032 4.024 0.17
C -3.297 -2.224 1.451 -0.04
C -3.928 -2.860 2.667 -0.30
O -4.524 -1.742 3.314 0.15
C -4.833 -0.836 2.348 -0.54
O -5.560 0.088 2.489 0.18
O -4.192 -1.134 1.190 0.01
F -3.002 -3.405 3.487 0.09
H -2.303 -1.837 1.660 0.12
H -3.241 -2.894 0.597 0.14
H -4.696 -3.603 2.448 0.18
C -5.525 0.283 -0.494 -0.07
C -6.756 0.940 -1.045 -0.31
O -6.245 2.117 -1.652 0.15
C -4.968 1.828 -2.031 -0.56
O -4.316 2.478 -2.782 -0.07
O -4.526 0.693 -1.438 0.06
F -7.613 1.283 -0.057 0.09
H -5.264 0.652 0.497 0.12
H -5.605 -0.799 -0.452 0.12
H -7.284 0.350 -1.799 0.17
C -7.186 -2.773 -1.488 -0.07
C -8.126 -3.797 -2.079 -0.30
O -7.294 -4.944 -2.169 0.15
C -6.364 -4.845 -1.183 -0.54
O -5.675 -5.732 -0.806 0.18
O -6.328 -3.583 -0.682 0.06
F -8.536 -3.445 -3.317 0.09
H -6.589 -2.266 -2.250 0.15
H -7.702 -2.029 -0.884 0.14
H -8.997 -4.024 -1.462 0.18
C -2.181 3.229 5.710 -0.04
C -1.218 2.446 4.850 -0.31
O 0.042 2.874 5.325 0.14
C -0.122 3.217 6.637 -0.52
O 0.754 3.363 7.415 0.21
O -1.445 3.353 6.931 0.06
F -1.340 2.764 3.532 0.07
H -2.384 4.218 5.299 0.15
H -3.122 2.712 5.876 0.14
H -1.295 1.364 4.959 0.16
C 2.148 -8.323 -2.981 -0.04
C 1.163 -8.029 -1.874 -0.32
O 1.854 -7.056 -1.105 0.13
C 2.684 -6.390 -1.957 -0.56
O 3.211 -5.357 -1.707 0.16
O 2.817 -7.062 -3.122 0.08
F 0.925 -9.115 -1.107 0.09
H 2.868 -9.088 -2.691 0.15
H 1.670 -8.617 -3.911 0.14
H 0.211 -7.614 -2.212 0.17
C 6.048 -1.104 9.301 -0.04
C 5.249 -0.162 8.431 -0.30
O 4.634 -1.061 7.510 0.10
C 4.491 -2.252 8.159 -0.55
O 3.787 -3.130 7.782 0.17
O 5.243 -2.290 9.276 0.09
F 6.055 0.689 7.747 0.08
H 7.027 -1.324 8.874 0.15
H 6.174 -0.738 10.316 0.14
H 4.487 0.416 8.950 0.14
C -4.088 -7.519 1.781 -0.06
C -3.591 -8.792 1.142 -0.31
O -3.274 -9.592 2.264 0.13
C -4.097 -9.198 3.284 -0.54
O -4.284 -9.813 4.274 0.20
O -4.672 -8.000 2.994 0.07
F -2.464 -8.583 0.413 0.07
H -3.269 -6.837 2.019 0.14
H -4.821 -6.997 1.172 0.11
H -4.328 -9.307 0.524 0.18
C -1.249 7.907 -8.111 -0.05
C -0.021 7.091 -7.785 -0.33
O 1.016 7.849 -8.374 0.12
C 0.609 9.158 -8.370 -0.54
O 1.323 10.082 -8.544 0.20
O -0.724 9.237 -8.127 0.08
F -0.056 5.864 -8.364 0.06
H -1.651 7.660 -9.094 0.15
H -2.037 7.808 -7.368 0.14
H 0.177 6.976 -6.717 0.17
C -0.825 1.244 9.523 -0.04
C -0.341 2.495 10.219 -0.31
O 1.030 2.206 10.433 0.15
C 1.420 1.361 9.448 -0.55
O 2.552 1.132 9.172 0.17
O 0.349 0.827 8.814 0.06
F -0.952 2.674 11.413 0.08
H -1.115 0.469 10.234 0.15
H -1.650 1.427 8.839 0.13
H -0.430 3.408 9.628 0.16

5.
7
Properties=species:S:1:pos:R:3:lowdin_charge:R:1 method="wB97M-V/def2-TZVPD" gap_ev=10.947 total_charge=0 relative_energy_kcal_mol=98.94 lumo_energy_ev=0.816 homo_energy_ev=-10.13 smiles=O[C@@H]1NO1
O 0.149 0.127 -1.263 0.00
C 0.295 0.430 0.105 -0.37
N 0.119 -0.703 1.172 0.08
O -0.815 0.308 0.854 -0.05
H -0.765 0.030 -1.595 0.12
H 0.930 1.319 0.163 0.15
H 0.087 -1.512 0.565 0.08

6.
14
Properties=species:S:1:pos:R:3:lowdin_charge:R:1 method="wB97M-V/def2-TZVPD" gap_ev=10.139 total_charge=+1 relative_energy_kcal_mol=62.35 lumo_energy_ev=-3.729 homo_energy_ev=-13.87 smiles="N/C(O)=[NH+]/N[SiH3]"
N -2.703 -0.613 -0.035 0.22
C -1.629 0.249 -0.039 -0.47
O -1.616 1.279 -0.777 0.17
N -0.669 -0.044 0.800 0.00
N 0.628 0.448 0.837 -0.17
Si 1.916 0.314 -0.408 0.68
H -2.549 -1.279 0.763 0.15
H -3.624 -0.430 -0.291 0.11
H -0.997 2.122 -0.539 0.25
H -0.870 -0.866 1.494 0.22
H 0.919 0.469 1.750 0.05
H 2.880 0.191 0.623 -0.07
H 1.934 -0.805 -1.401 -0.06
H 2.057 1.609 -0.992 -0.09